Record 1
C24H38MoN2O2S4 | wB97M-V/def2-TZVPD

Geometry as XYZ:
```
71
Properties=species:S:1:pos:R:3:forces:R:3
Mo -0.127828 -0.015388 0.317042 -2.2 -1.9 3.4
C 0.423442 2.586436 1.489777 0.1 0.0 -0.7
N 0.842049 3.178883 0.327656 -0.4 0.2 0.0
C 2.307489 3.292129 0.158031 -0.1 -0.1 -0.1
C 3.161644 2.128268 0.717550 0.1 -0.3 -0.1
N 2.835941 0.749987 0.242001 -0.4 0.4 -0.5
C 2.129972 0.592134 -0.960590 -0.8 -0.1 1.1
C 3.166318 -0.394450 1.076754 -0.1 0.1 0.0
C 4.665678 -0.461910 1.200815 0.1 -0.2 -0.2
C 5.293532 -0.719978 2.344668 -0.1 0.0 0.3
C 4.526525 -0.914914 3.564119 0.3 0.0 -0.2
C 3.164705 -0.815193 3.603009 -0.2 0.1 0.0
C 2.423013 -0.514464 2.448627 -0.3 -0.1 -0.2
S 0.732031 -0.469817 2.548960 0.9 -0.2 -0.4
C -0.123218 3.429477 -0.706466 0.5 -0.4 0.5
C 0.192928 4.312564 -1.724261 -0.1 0.3 -0.2
C -0.715879 4.624282 -2.729207 0.2 0.0 0.0
C -1.988787 4.078492 -2.726688 -0.1 0.0 0.0
C -2.349811 3.206962 -1.713057 -0.1 0.0 0.1
C -1.426604 2.857469 -0.733247 -0.1 -0.4 0.1
S -1.955561 1.646391 0.528149 0.1 -0.1 -0.6
H 1.153175 2.582375 2.293823 0.0 0.0 0.0
H 0.302340 1.381214 1.284189 0.6 0.7 0.7
H -0.556152 2.899488 1.858893 0.0 0.0 0.0
H 2.668785 4.178442 0.683671 0.0 0.1 -0.1
H 2.520455 3.449943 -0.896694 0.0 0.0 0.0
H 3.149034 2.116679 1.808854 -0.1 0.0 0.0
H 4.185396 2.380087 0.430060 0.1 0.0 0.1
H 2.301294 -0.329943 -1.499992 0.4 0.1 -0.1
H 2.177821 1.460446 -1.612159 0.2 -0.1 0.0
H 0.913844 0.590629 -0.845811 1.2 0.9 -1.1
H 5.199358 -0.307447 0.269900 0.0 0.0 0.0
H 6.374125 -0.774384 2.383839 0.0 0.0 0.0
H 5.060475 -1.149446 4.479426 0.0 0.0 0.0
H 2.633869 -0.960605 4.536947 0.0 0.0 0.0
H 1.142062 4.832884 -1.701454 0.0 0.0 0.0
H -0.429612 5.330650 -3.497841 0.0 0.0 0.0
H -2.707997 4.351016 -3.487027 0.0 0.0 0.0
H -3.356510 2.806093 -1.677797 0.0 0.0 0.0
C -4.263114 -2.546913 2.419090 -0.1 0.0 0.0
C -4.602856 -2.874984 0.968834 0.2 0.1 0.0
C -4.480959 -1.689653 0.005002 -0.1 -0.2 0.0
S -2.820450 -0.921224 0.120365 -0.3 0.5 -0.4
O -3.217638 0.639894 -0.149195 0.4 0.4 0.1
C -1.864636 -1.199242 -1.383247 0.0 0.0 -0.1
C -2.317073 -0.627874 -2.739170 -0.2 -0.2 0.2
C -3.546739 -1.296232 -3.349495 0.0 -0.1 0.0
H -4.570846 -3.366234 3.065917 0.0 0.0 0.0
H -4.786752 -1.651062 2.761853 0.0 0.0 0.0
H -3.189881 -2.404616 2.582380 0.0 0.0 0.0
H -5.650750 -3.173040 0.890442 0.0 0.0 0.0
H -4.023373 -3.723226 0.597728 0.0 0.0 0.0
H -5.150674 -0.867195 0.276082 0.1 0.0 0.0
H -4.617249 -1.949315 -1.043258 0.0 0.0 0.0
H -1.580957 -2.255964 -1.426060 -0.2 0.0 0.0
H -0.914790 -0.627947 -1.152722 -0.1 -0.7 -1.7
H -1.455066 -0.773848 -3.395493 0.0 0.0 0.0
H -2.473937 0.446010 -2.637633 0.1 0.0 0.0
H -3.499127 -2.385852 -3.287884 0.0 0.0 0.0
H -3.602632 -1.040158 -4.405882 0.0 0.0 0.0
H -4.473200 -0.947261 -2.893678 0.0 0.0 0.0
C 1.516933 -3.630391 1.345994 -0.3 -0.1 0.0
S 1.353775 -2.287012 0.186955 1.3 1.1 -0.2
C 1.657482 -3.073613 -1.389126 -0.1 -0.3 0.1
O 2.867195 -1.641342 0.337668 -0.2 0.0 0.1
H 2.493726 -4.072309 1.141216 0.0 -0.1 0.0
H 0.709068 -4.343915 1.162734 0.0 0.0 0.0
H 1.448942 -3.227166 2.354230 0.0 0.0 0.0
H 0.993221 -3.939881 -1.464894 0.0 0.1 0.0
H 2.699044 -3.402542 -1.396973 0.0 0.0 0.0
H 1.453948 -2.361367 -2.186264 0.0 0.0 0.0
```
Positions in Å, forces in eV/Å.

Properties
* LUMO: -13.46 eV
* orbital gap: 5.6 eV
* total energy: -77726.2357 eV
* total charge: +4
* largest force on an atom: 0.087 Eh/bohr


Record 2
C4H8N2O2 | wB97M-V/def2-TZVPD

Geometry as XYZ:
```
16
Properties=species:S:1:pos:R:3:forces:R:3
N 1.914370 -1.160140 0.259242 2.1 -1.0 0.7
C 0.760004 -0.378477 0.518414 1.1 0.7 0.1
C -0.420894 -0.503941 -0.372772 0.2 -1.9 -2.2
C -1.688549 -0.241207 0.228761 -2.0 1.9 1.5
O -1.872837 0.501629 1.188971 0.6 -0.8 -0.8
O -2.804756 -0.715559 -0.376605 0.3 -0.4 0.1
C 0.580450 0.691033 -0.457394 0.1 -0.9 -0.3
N 0.261545 1.961479 -0.079050 0.0 3.7 -1.8
H 2.013707 -1.906780 0.948329 -0.2 0.0 -0.4
H 2.863704 -0.682509 0.286952 -2.1 -0.2 0.0
H 0.382265 -0.193100 1.503331 0.4 0.3 0.8
H -0.414747 -1.307818 -1.140129 0.2 0.8 0.4
H -2.546082 -1.423889 -0.969219 -0.1 -0.2 -0.4
H 1.284312 0.667267 -1.284979 -0.3 -0.4 0.0
H -0.420276 2.044661 0.644867 -0.5 0.1 0.3
H 0.107786 2.647348 -0.898712 0.1 -1.7 2.0
```
Positions in Å, forces in eV/Å.

Properties
* SMILES string: N[C@@H]1C(C(=O)O)[C@H]1N
* LUMO: 0.76 eV
* orbital gap: 9.5 eV
* total energy: -11351.9946 eV
* energy relative to the best compared isomer or geometry (same formula, charge and spin): 204.4 kJ/mol
* largest force on an atom: 0.079 Eh/bohr


Record 3
C23H47IN4O4PdSSi2Te | wB97M-V/def2-TZVPD

Geometry as XYZ:
```
84
Properties=species:S:1:pos:R:3:forces:R:3
Pd -0.156327 -0.476698 0.204765 -0.4 0.6 -0.2
C 6.428743 -1.449623 0.164369 0.0 0.0 0.0
C 5.128847 -2.148421 0.439831 0.0 0.0 0.0
C 4.596724 -3.054260 -0.474682 0.0 0.0 0.0
C 3.371238 -3.653867 -0.249577 0.0 0.0 0.0
C 2.657191 -3.322100 0.892856 0.0 0.0 0.0
C 3.171107 -2.437211 1.824474 -0.1 0.1 0.0
C 4.411277 -1.867391 1.597225 0.0 0.1 0.0
S 1.094291 -4.058829 1.201296 0.0 -0.1 -0.1
O 0.478489 -3.413629 2.328974 0.0 0.0 0.1
O 1.235805 -5.490017 1.224532 0.0 0.0 0.0
N 0.241508 -3.580100 -0.139428 0.0 0.1 0.0
C -1.105526 -4.178154 -0.226841 -0.1 -0.1 -0.1
C -1.929155 -3.451872 -1.290792 0.0 0.0 0.0
C -1.819324 -1.964371 -1.017552 -0.1 -0.1 -0.1
O -1.145093 -1.264646 -1.809634 0.3 -0.2 -0.1
O -2.302099 -1.523401 0.068792 0.2 -0.1 0.2
H 6.997162 -1.958102 -0.612877 0.0 0.0 0.0
H 7.044671 -1.390383 1.061964 0.0 0.0 0.0
H 6.233969 -0.429250 -0.173414 0.0 0.0 0.0
H 5.148868 -3.291217 -1.375428 0.0 0.0 0.0
H 2.985974 -4.382489 -0.952749 0.0 0.0 0.0
H 2.585244 -2.194197 2.700397 0.0 0.0 0.0
H 4.820003 -1.164808 2.315176 0.0 0.0 0.0
H 0.797042 -3.728644 -0.977627 -0.1 0.1 0.0
H -1.564977 -4.050389 0.752562 -0.1 0.0 0.0
H -1.054563 -5.246158 -0.449725 0.0 0.0 0.0
H -2.962674 -3.792824 -1.231674 0.0 0.0 0.1
H -1.545757 -3.655277 -2.290451 0.0 0.0 0.0
C -5.412937 0.617043 -3.389154 0.0 0.0 0.0
Si -4.668964 1.353068 -1.836723 0.0 0.0 0.0
C -5.166521 0.343183 -0.341981 0.0 0.0 0.0
C -5.224235 3.130619 -1.624583 0.0 0.0 0.0
C -2.796230 1.353425 -2.034512 0.1 0.0 0.0
Te -1.800857 1.673815 -0.182042 0.0 0.0 0.1
C -0.696710 3.380821 -0.818459 0.0 0.0 0.0
Si 0.043787 4.435599 0.572207 0.0 0.0 0.0
C -0.225255 6.228302 0.096510 0.0 0.0 0.0
C -0.850949 4.083505 2.182446 0.0 -0.1 0.0
C 1.872448 4.117641 0.758625 0.0 0.0 0.0
H -6.504165 0.655332 -3.355697 0.0 0.0 0.0
H -5.117767 -0.428680 -3.499815 0.0 0.0 0.0
H -5.084361 1.153046 -4.281844 0.0 0.0 0.0
H -6.209228 0.028190 -0.423759 0.0 0.0 0.0
H -5.065031 0.921867 0.578721 0.0 0.0 0.0
H -4.542894 -0.549094 -0.243101 0.0 0.0 0.0
H -6.297616 3.190399 -1.432031 0.0 0.0 0.0
H -5.010753 3.722703 -2.517319 0.0 0.0 0.0
H -4.711349 3.597003 -0.779070 0.0 0.0 0.0
H -2.463661 2.158628 -2.692114 0.0 0.0 0.0
H -2.404535 0.413293 -2.422004 0.0 0.0 0.0
H -1.435899 3.978244 -1.358479 0.0 0.0 0.0
H 0.061596 3.043253 -1.526549 0.0 0.0 0.0
H -1.288935 6.466317 0.023440 0.0 0.0 0.0
H 0.234530 6.446171 -0.870087 0.0 0.0 0.0
H 0.218243 6.900358 0.834642 0.0 0.0 0.0
H -1.923192 4.271694 2.090307 0.0 0.0 0.0
H -0.464304 4.726101 2.977055 0.0 0.0 0.0
H -0.724467 3.043362 2.502166 0.0 0.1 0.0
H 2.418265 4.542672 -0.087136 0.0 0.0 0.0
H 2.104915 3.052801 0.784451 0.0 0.0 0.0
H 2.251748 4.586014 1.670583 0.0 0.0 0.0
I 2.128555 0.434897 -0.816884 0.1 0.0 0.1
C 2.172485 -0.306538 4.721975 0.0 0.0 0.0
N 1.277875 0.229775 3.716733 0.0 0.0 0.0
C 1.819040 1.311065 2.913670 0.0 -0.1 0.0
C 0.047491 -0.285759 3.470257 0.0 0.0 0.0
N -0.558186 -0.092740 2.332409 0.2 -0.3 0.1
N -0.522815 -1.008778 4.501401 0.0 0.1 0.0
C -1.637730 -1.879657 4.174831 0.0 -0.1 0.0
C -0.686700 -0.346958 5.789358 0.0 0.0 0.0
H 3.162328 -0.443639 4.279028 0.0 0.0 0.0
H 1.810721 -1.269224 5.074144 0.0 0.0 0.0
H 2.283744 0.372227 5.573319 0.0 0.0 0.0
H 2.098176 2.146329 3.563205 0.0 0.0 0.0
H 1.077892 1.640786 2.194104 0.0 0.0 0.0
H 2.696988 0.982116 2.354876 0.0 0.0 0.0
H -1.512394 -0.428877 2.384873 -0.1 0.1 0.0
H -1.420708 -2.436384 3.266303 0.0 0.0 0.0
H -2.579268 -1.325960 4.057121 0.0 0.0 0.0
H -1.765419 -2.589372 4.991784 0.0 0.0 0.0
H 0.106509 0.372605 5.963754 0.0 0.0 0.0
H -0.668402 -1.087556 6.589954 0.0 0.0 0.0
H -1.644856 0.184977 5.832437 0.0 0.0 0.0
```
Positions in Å, forces in eV/Å.

Properties
* LUMO (spin up / spin down): 0.42 / -1.12 eV
* orbital gap (spin up / spin down): 7.8 / 6.7 eV
* spin multiplicity: 3
* total energy: -84231.0462 eV
* ⟨S²⟩: 2.01
* largest force on an atom: 0.014 Eh/bohr


Record 4
C30H30BrFN3O7RuSi | wB97M-V/def2-TZVPD

Geometry as XYZ:
```
74
Properties=species:S:1:pos:R:3:forces:R:3
Ru 0.182829 -0.498354 0.455346 -0.8 1.2 0.1
C -5.510503 3.374152 -0.352625 0.0 0.1 -0.2
O -5.501129 2.939322 1.003380 -0.1 0.0 0.1
C -4.496411 2.180059 1.421868 0.3 -0.1 0.1
C -4.624884 1.668415 2.742773 -0.1 -0.1 0.2
C -3.702087 0.802189 3.224669 -0.2 0.1 0.1
C -2.564791 0.416338 2.465474 0.5 -0.1 -0.5
C -1.658436 -0.557752 2.925095 -0.7 0.4 0.1
C -1.846316 -1.211650 4.264639 0.2 0.0 -0.1
O -0.669498 -0.984069 2.241554 0.6 -0.2 -0.6
C -2.371240 1.040212 1.182253 -0.4 -0.1 0.5
O -1.291563 0.899540 0.492589 0.8 -0.1 -0.2
C -3.378350 1.881430 0.673161 0.2 0.0 -0.3
H -6.491313 3.807823 -0.518036 0.0 0.0 0.0
H -5.362500 2.533870 -1.032875 0.0 0.0 0.0
H -4.744096 4.130744 -0.530275 0.0 0.0 0.1
H -5.485193 1.963513 3.327175 0.0 0.0 0.0
H -3.848135 0.384933 4.211428 0.0 0.0 0.0
H -2.694804 -1.896788 4.222989 0.0 0.0 0.0
H -2.040723 -0.476797 5.042634 0.0 0.0 0.0
H -0.952493 -1.778648 4.508172 0.0 0.0 0.1
H -3.219623 2.283994 -0.317531 0.0 0.0 0.0
C 3.081955 -3.729112 2.792277 0.0 0.4 -0.3
Si 1.656717 -2.538983 2.484477 0.1 -0.6 0.7
C 1.856462 -1.115535 3.715067 -0.2 -0.3 -0.2
C 0.164674 -3.697913 2.260268 0.2 0.3 0.2
N 1.661882 -1.770777 0.854910 -0.3 0.3 -0.6
C 2.523296 -2.254136 -0.110289 0.4 -0.3 -0.6
C 3.915170 -2.335931 0.100747 -0.2 0.1 0.0
C 4.757082 -2.822668 -0.874698 0.1 0.0 0.0
C 4.249155 -3.281557 -2.086372 -0.1 0.1 0.0
C 2.883074 -3.243567 -2.325860 0.2 0.0 -0.1
C 2.058365 -2.735884 -1.353427 0.0 0.0 0.5
F 0.738349 -2.812695 -1.519198 -0.3 0.2 -0.2
H 2.798556 -4.370516 3.630528 -0.1 0.0 0.0
H 4.014251 -3.231210 3.062009 0.0 0.0 0.0
H 3.271578 -4.373371 1.932625 0.0 -0.1 0.0
H 1.406952 -1.334048 4.685287 0.0 0.0 0.0
H 1.427690 -0.187608 3.339975 0.0 0.0 0.1
H 2.920285 -0.943192 3.891587 0.0 -0.1 -0.1
H -0.372010 -3.902530 3.188283 0.0 0.0 0.0
H 0.534321 -4.649619 1.872994 0.1 0.0 0.1
H -0.541455 -3.297417 1.536205 -0.1 0.0 0.1
H 4.323206 -1.971969 1.034402 0.0 0.0 0.0
H 5.823002 -2.851306 -0.694454 0.0 0.0 0.0
H 4.919537 -3.684895 -2.832253 0.0 0.0 0.0
H 2.456325 -3.615958 -3.246991 0.0 0.0 0.0
O -1.300810 -0.768083 -1.473925 0.4 -0.3 0.0
C -0.458621 -0.061891 -2.049789 -0.5 -0.4 -0.4
O 0.681822 0.175151 -1.501537 0.1 -0.3 1.0
C -0.775799 0.549072 -3.370656 0.1 0.0 0.1
C -0.304212 1.818994 -3.684118 0.0 -0.1 0.0
C -0.685760 2.418515 -4.870745 0.0 0.1 -0.2
C -1.510670 1.720492 -5.736946 0.1 -0.2 0.4
C -1.965703 0.443145 -5.450719 0.0 0.0 -0.2
C -1.603377 -0.140763 -4.251212 0.0 0.1 0.1
N -1.925952 2.359764 -6.995565 0.0 0.2 -0.3
O -1.632858 3.529131 -7.150198 0.0 -0.2 0.0
O -2.531119 1.677548 -7.797044 0.1 0.1 0.1
H 0.348512 2.333079 -2.991058 0.0 0.0 0.0
H -0.354333 3.411356 -5.136360 0.0 0.0 0.0
H -2.596398 -0.067127 -6.163627 0.0 0.0 0.0
H -1.957360 -1.125062 -3.978215 0.0 0.0 0.0
Br 1.034172 5.348775 0.257384 0.1 -0.1 0.0
C 1.911270 3.689848 0.431235 0.0 0.0 0.1
C 3.288662 3.582702 0.333723 -0.1 0.0 0.0
C 3.854390 2.323070 0.453225 0.0 0.0 0.0
C 3.030341 1.231946 0.663713 0.1 0.0 0.1
N 1.707838 1.350157 0.776022 -0.3 -0.2 0.0
C 1.151514 2.554101 0.660324 0.0 0.2 0.0
H 3.899907 4.459081 0.167930 0.0 0.0 0.0
H 4.923981 2.187235 0.381054 0.0 0.0 0.0
H 3.437803 0.232616 0.743949 0.0 0.0 0.0
H 0.075602 2.617069 0.741200 0.0 0.0 0.0
```
Positions in Å, forces in eV/Å.

Properties
* LUMO (spin up / spin down): -3.50 / -5.10 eV
* orbital gap (spin up / spin down): 7.9 / 6.2 eV
* spin multiplicity: 5
* total energy: -133611.0855 eV
* ⟨S²⟩: 6.03
* total charge: +1
* largest force on an atom: 0.028 Eh/bohr